Entry from OMol25: a cluster of 3 separate species, C2H6ClNO3S in total (wB97M-V/def2-TZVPD).

Last column: natural (NBO) charge in e.
Element x y z (Å)
C  0.791  0.460  0.590  -0.293
C  0.568  -0.254  1.707  0.008
N  1.073  -0.571  2.887  -0.828
O  -1.298  -1.145  0.086  -0.933
O  -1.453  -2.405  2.205  -0.905
O  0.494  -2.758  0.820  -0.920
S  -0.655  -1.682  1.221  2.238
Cl  1.536  1.965  0.228  0.051
H  -0.015  0.134  -0.054  0.273
H  -1.628  0.432  1.759  -0.055
H  -2.013  1.268  1.693  0.040
H  0.508  -1.098  3.506  0.406
H  0.280  -3.562  0.376  0.517
H  2.032  -0.893  2.827  0.401

Output
- calculated total energy (eV) = -33157.5474
- highest occupied orbital energy (hartree) = -0.3435
- LUMO (eV) = 0.254



Entry from OMol25: the ion C7H6N3O3 with charge -1 (wB97M-V/def2-TZVPD).

Last column: natural (NBO) charge in e.
Element x y z (Å)
C  3.341  0.890  0.043  -0.120
C  2.848  -0.357  0.293  -0.161
C  1.214  1.077  -0.114  0.154
C  -1.228  1.266  -0.110  0.697
C  -1.559  -0.032  -0.242  -0.528
C  -2.931  -0.435  0.011  0.774
C  -0.564  -1.115  -0.580  -0.223
N  2.326  1.767  -0.211  -0.573
N  1.484  -0.213  0.201  -0.271
N  0.560  -1.261  0.343  -0.439
O  -3.818  0.564  0.282  -0.708
O  -3.316  -1.590  0.009  -0.651
O  -1.642  2.376  0.094  -0.604
H  4.367  1.217  0.030  0.180
H  3.306  -1.297  0.535  0.200
H  -1.103  -2.067  -0.582  0.231
H  -0.125  -0.944  -1.571  0.202
H  0.202  -1.270  1.302  0.346
H  -3.361  1.422  0.266  0.493

Output
- calculated total energy (eV) = -17968.1136
- highest occupied orbital energy (hartree) = -0.1626
- total charge = -1
- LUMO (eV) = 3.634



Entry from OMol25: a structure of composition CH17O10V (wB97M-V/def2-TZVPD).

Last column: Mulliken charge in e.
Element x y z (Å)
O  1.339  -1.740  0.612  -0.843
V  0.682  -0.340  0.359  1.200
O  -0.761  -0.600  -0.343  -0.352
C  2.352  1.359  -1.802  -0.629
O  1.520  0.240  -1.679  -0.553
H  2.420  1.588  -2.870  0.277
H  1.962  2.215  -1.224  0.128
H  3.379  1.216  -1.435  0.225
O  -3.822  -1.122  1.405  -0.630
H  -4.360  -1.822  1.024  0.304
H  -2.963  -1.218  0.977  0.315
O  2.295  0.393  1.811  -0.510
H  2.743  1.228  1.620  0.336
H  2.972  -0.172  2.202  0.301
O  0.120  1.818  0.499  -0.242
H  -0.438  2.140  1.219  0.230
H  0.354  2.606  -0.007  0.234
O  -3.023  0.930  -1.198  -0.645
H  -2.605  1.099  -2.054  0.355
H  -2.280  0.726  -0.615  0.319
O  0.423  -4.483  0.532  -0.598
H  0.491  -5.093  1.273  0.304
H  0.939  -3.710  0.799  0.365
O  -0.833  1.408  -3.262  -0.690
H  -0.578  2.328  -3.375  0.292
H  -0.111  1.010  -2.739  0.368
O  -0.602  -0.648  2.390  -0.386
H  -0.870  -1.436  2.877  0.261
H  -0.745  0.082  3.003  0.265

Output
- calculated total energy (eV) = -47475.0932
- highest occupied orbital energy (hartree) = -0.3288
- LUMO (eV) = -0.903



Entry from OMol25: the ion C6H10N6 with charge +2 (wB97M-V/def2-TZVPD).

Last column: natural (NBO) charge in e.
Element x y z (Å)
C  -2.033  -1.197  -0.102  0.191
C  -0.081  0.557  2.364  0.173
C  -0.927  0.107  -1.463  0.229
C  1.392  0.032  0.825  0.253
C  -2.142  -0.238  -3.492  -0.454
C  3.370  0.563  2.299  -0.477
N  -2.601  -1.223  -1.301  -0.150
N  1.104  0.779  2.848  -0.128
N  -1.944  -0.374  -2.110  -0.068
N  2.028  0.495  1.908  -0.097
N  -0.970  -0.403  -0.186  -0.145
N  0.077  0.119  1.066  -0.139
H  -2.424  -1.625  0.861  0.298
H  -0.909  1.029  2.865  0.294
H  -0.280  0.808  -1.984  0.283
H  1.677  -0.376  -0.135  0.272
H  -1.140  -0.110  -3.895  0.246
H  -2.521  -1.173  -3.949  0.289
H  -2.931  0.474  -3.741  0.280
H  4.031  1.303  1.582  0.283
H  3.431  0.953  3.341  0.294
H  3.795  -0.501  2.400  0.273

Output
- calculated total energy (eV) = -15302.9380
- highest occupied orbital energy (hartree) = -0.7067
- total charge = +2
- SMILES = Cn1c[n+](-[n+]2cnn(C)c2)cn1
- LUMO (eV) = -9.751



Entry from OMol25: a structure of composition C31H26GeMoN5O3S2 (wB97M-V/def2-TZVPD).

Last column: Löwdin spin population.
Element x y z (Å)
Mo  -0.058  1.218  1.064  1.837
N  2.683  3.605  -1.434  -0.004
C  1.997  3.059  -0.435  0.004
S  1.616  1.312  -0.567  0.015
N  1.696  3.759  0.614  0.000
N  0.961  3.037  1.504  -0.001
C  0.714  3.565  2.648  0.038
C  -0.051  2.782  3.609  0.013
C  -0.309  3.221  4.893  0.004
C  -1.008  2.387  5.757  0.020
C  -1.417  1.143  5.311  0.001
C  -1.133  0.769  4.008  0.026
N  -0.470  1.570  3.170  0.019
H  2.884  3.088  -2.271  0.000
H  2.903  4.589  -1.400  0.000
H  1.101  4.548  2.891  0.001
H  0.036  4.195  5.209  0.000
H  -1.227  2.710  6.765  0.001
H  -1.965  0.467  5.951  0.000
H  -1.460  -0.181  3.608  0.001
O  -1.302  3.588  -1.095  0.000
C  -2.044  2.790  -0.601  0.012
N  -1.861  2.275  0.714  0.040
S  -2.876  1.046  1.011  0.011
O  -3.758  1.145  2.121  0.000
O  -1.847  -0.047  1.157  0.026
C  -3.708  1.051  -0.521  0.003
C  -4.754  0.259  -0.950  0.001
C  -5.275  0.548  -2.205  0.000
C  -4.769  1.598  -2.971  0.000
C  -3.723  2.390  -2.510  0.000
C  -3.194  2.103  -1.266  0.001
H  -5.150  -0.543  -0.342  0.000
H  -6.093  -0.044  -2.591  0.000
H  -5.208  1.805  -3.938  0.000
H  -3.332  3.212  -3.094  0.000
C  -0.030  -2.423  2.047  0.006
Ge  0.492  -1.349  0.494  -0.006
C  -0.584  -1.855  -1.050  -0.004
C  -1.113  -0.905  -1.923  0.004
C  -1.879  -1.294  -3.013  0.001
C  -2.124  -2.642  -3.242  0.000
C  -1.606  -3.596  -2.377  0.000
C  -0.841  -3.204  -1.286  -0.002
C  2.425  -1.767  0.246  0.163
C  3.157  -1.898  1.447  0.076
C  4.494  -2.232  1.466  0.065
C  5.174  -2.438  0.263  0.176
C  4.506  -2.303  -0.961  -0.001
C  5.194  -2.508  -2.169  0.157
C  4.545  -2.366  -3.394  0.055
C  3.207  -2.022  -3.420  0.072
C  2.500  -1.821  -2.230  0.145
C  3.121  -1.957  -0.980  0.001
H  0.286  -3.456  1.902  -0.001
H  -1.115  -2.399  2.127  0.001
H  0.403  -2.059  2.979  0.000
H  -0.930  0.156  -1.767  0.004
H  -2.282  -0.545  -3.683  0.000
H  -2.718  -2.949  -4.092  0.000
H  -1.799  -4.647  -2.549  0.000
H  -0.449  -3.964  -0.619  0.000
H  2.651  -1.747  2.392  0.001
H  5.017  -2.341  2.407  0.001
H  6.225  -2.701  0.269  0.006
H  6.241  -2.784  -2.138  0.005
H  5.089  -2.530  -4.314  0.000
H  2.693  -1.912  -4.365  0.001
H  1.452  -1.560  -2.282  0.005

Output
- calculated total energy (eV) = -126189.8229
- highest occupied orbital energy (spin up / spin down) (hartree) = -0.4989 / -0.5084
- total charge = +2
- <S²> = 3.8110
- multiplicity = 4
- LUMO (spin up / spin down) (eV) = -6.574 / -8.762



Entry from OMol25: the ion C2H9N2 with charge +1 (wB97M-V/def2-TZVPD).

Last column: natural (NBO) charge in e.
Element x y z (Å)
C  0.791  -0.178  -0.232  -0.248
N  0.934  -1.549  -0.631  -0.825
C  -0.691  0.195  -0.161  -0.209
N  -0.993  1.335  0.864  -0.684
H  1.200  0.074  0.761  0.179
H  1.345  0.470  -0.913  0.219
H  1.357  -2.143  0.065  0.384
H  1.553  -1.635  -1.427  0.385
H  -1.120  0.537  -1.100  0.227
H  -1.318  -0.614  0.194  0.233
H  -1.784  1.852  0.498  0.449
H  -0.143  1.857  1.027  0.446
H  -1.355  0.931  1.728  0.444

Output
- calculated total energy (eV) = -5193.1296
- highest occupied orbital energy (hartree) = -0.5091
- total charge = +1
- SMILES = NCC[NH3+]
- LUMO (eV) = -3.850